Record 1
Below is C26H56FN3NbO7 as an isolated structure, with properties calculated with ωB97M-V/def2-TZVPD.

The geometry in ORCA input format:
```
! RIJCOSX wB97M-V def2-TZVPD def2/J DEFGRID3
* xyz -1 1
C 7.391 -2.505 -2.138
C 6.472 -1.838 -1.298
C 5.287 -1.058 -0.485
Nb 3.697 -0.091 -1.885
C 2.136 0.871 -3.288
N 1.815 -0.011 -4.512
C 5.385 0.085 -3.426
C 5.148 1.127 -4.651
N 5.419 2.584 -4.346
C 4.421 1.924 -1.085
C 3.524 3.215 -1.531
F 4.147 4.408 -0.843
C 3.343 -2.192 -2.730
C 1.858 -2.810 -2.460
C 0.567 -2.806 -3.467
N 1.670 -3.473 -1.240
C 2.218 -0.442 -0.218
C 1.522 1.075 0.410
C -0.013 1.483 -0.268
O 0.226 0.906 1.260
H 8.324 -2.923 -2.709
H 4.724 -1.736 0.319
H 5.807 -0.185 0.136
H 1.103 1.075 -2.780
H 2.532 1.889 -3.769
H 1.549 0.643 -5.302
H 2.665 -0.509 -4.849
H 6.354 0.471 -2.843
H 5.617 -0.998 -3.859
H 5.957 0.833 -5.483
H 4.121 1.069 -5.203
H 4.608 3.206 -4.547
H 5.840 2.741 -3.407
H 5.576 2.055 -1.357
H 4.411 1.828 0.105
H 2.408 3.202 -1.183
H 3.540 3.477 -2.670
H 3.557 -2.255 -3.903
H 4.115 -2.968 -2.254
H -0.160 -3.735 -3.340
H 0.943 -2.653 -4.563
H -0.079 -1.838 -3.200
H 2.580 -3.445 -0.693
H 1.218 -0.984 -0.487
H 2.657 -0.934 0.749
H 2.315 2.012 0.676
H -0.932 1.942 0.251
H 0.457 2.566 -0.461
C -3.602 5.944 4.575
O -4.543 5.532 3.594
C -4.229 5.947 2.271
C -4.133 4.770 1.282
O -3.112 3.802 1.515
C -3.194 3.024 2.718
C -4.432 2.133 2.896
O -5.635 2.888 2.999
C -6.654 2.493 2.095
H -3.955 6.860 5.056
H -3.534 5.159 5.333
H -2.601 6.098 4.159
H -3.304 6.532 2.236
H -5.041 6.602 1.944
H -3.906 5.201 0.300
H -5.096 4.280 1.158
H -3.038 3.664 3.579
H -2.324 2.362 2.690
H -4.323 1.577 3.832
H -4.479 1.401 2.082
H -6.257 2.028 1.188
H -7.212 3.387 1.801
H -7.339 1.807 2.597
C -2.217 -1.482 2.088
O -2.286 -2.641 1.268
C -1.026 -3.244 1.001
C -0.972 -4.724 1.422
O -1.127 -5.015 2.811
C -2.386 -4.697 3.421
C -3.631 -5.408 2.873
O -3.908 -5.056 1.522
C -4.059 -6.163 0.647
H -2.215 -0.589 1.457
H -3.111 -1.458 2.718
H -1.342 -1.483 2.744
H -0.204 -2.696 1.474
H -0.873 -3.191 -0.080
H 0.028 -5.090 1.159
H -1.657 -5.328 0.832
H -2.520 -3.621 3.444
H -2.280 -4.996 4.467
H -4.495 -5.094 3.468
H -3.522 -6.492 2.998
H -3.512 -7.047 0.987
H -3.664 -5.877 -0.333
H -5.119 -6.399 0.538
*
```

Maximum force in eV/A: 9.31
E in eV: -50917.0769

=====

Record 2
Below is a 2-piece molecular cluster, CHClN2O2S overall, with properties calculated with ωB97M-V/def2-TZVPD.

The geometry in ORCA input format:
```
! RIJCOSX wB97M-V def2-TZVPD def2/J DEFGRID3
* xyz 0 1
C -2.588 0.064 0.241
N -3.350 0.063 1.098
N 1.174 0.166 -0.111
O -1.718 0.185 -0.683
O 3.656 0.490 0.460
S 2.343 1.081 0.356
Cl 1.457 -1.518 -0.538
H -0.974 -0.530 -0.823
*
```

Maximum force in eV/A: 3.05
Relative energy (zero: lowest compared OMol25 entry of this formula, charge and spin) in eV: 1.263
E in eV: -31482.7200

=====

Record 3
Below is C22H20BrNY as an isolated structure, with properties calculated with ωB97M-V/def2-TZVPD.

The geometry in ORCA input format:
```
! RIJCOSX wB97M-V def2-TZVPD def2/J DEFGRID3
* xyz -1 1
C 0.361 1.057 1.989
C -1.029 0.765 1.879
C -1.174 -0.654 1.886
H -1.842 1.494 1.769
C 0.133 -1.242 1.956
C 1.081 -0.176 2.012
H 2.173 -0.290 1.998
H 0.807 2.062 1.987
H -2.110 -1.206 1.759
H 0.358 -2.310 1.888
Y -0.050 -0.133 -0.132
Br 1.003 1.870 -1.232
C 4.244 2.265 -3.010
C 5.122 1.793 -1.996
C 5.154 2.763 -0.955
H 5.676 0.856 -2.014
C 4.296 3.835 -1.327
C 3.732 3.527 -2.597
H 3.038 4.150 -3.156
H 4.007 1.753 -3.941
H 5.737 2.699 -0.038
H 4.106 4.735 -0.745
C -1.923 -5.072 -1.349
C -0.805 -4.359 -0.915
C -0.894 -2.988 -0.708
C -2.118 -2.265 -0.907
C -3.209 -3.014 -1.384
C -3.116 -4.393 -1.589
N -2.126 -0.885 -0.673
C -3.223 -0.021 -0.640
C -3.035 1.364 -0.948
C -4.104 2.256 -0.923
C -5.380 1.817 -0.563
C -5.579 0.482 -0.219
C -4.517 -0.422 -0.249
H -1.854 -6.147 -1.510
H 0.140 -4.876 -0.741
H 0.026 -2.455 -0.377
H -4.153 -2.531 -1.617
H -3.985 -4.948 -1.948
H -2.033 1.720 -1.231
H -3.943 3.302 -1.182
H -6.215 2.517 -0.538
H -6.569 0.137 0.085
H -4.698 -1.446 0.069
*
```

Maximum force in eV/A: 3.44
Relative energy (zero: lowest compared OMol25 entry of this formula, charge and spin) in eV: 0.258
E in eV: -95715.5693

=====

Record 4
Below is one molecule with the formula C22H20N2O, with properties calculated with ωB97M-V/def2-TZVPD.

The geometry in ORCA input format:
```
! RIJCOSX wB97M-V def2-TZVPD def2/J DEFGRID3
* xyz 0 1
O -3.096 0.766 -1.644
C -2.066 0.192 -1.367
C -0.847 0.110 -2.260
C 0.043 1.289 -1.950
C 1.106 1.120 -1.099
C 1.969 2.179 -0.788
C 1.767 3.412 -1.339
C 0.676 3.638 -2.204
C 0.446 4.911 -2.767
C -0.624 5.134 -3.584
C -1.517 4.090 -3.867
C -1.318 2.842 -3.345
C -0.214 2.571 -2.507
N -1.929 -0.405 -0.145
N -0.859 -1.143 0.194
C -0.709 -1.633 1.366
C -1.665 -1.415 2.513
C -0.984 -1.626 3.860
C -0.354 -3.012 3.903
C 0.648 -3.156 2.796
C 1.764 -3.964 2.961
C 2.694 -4.115 1.949
C 2.512 -3.452 0.745
C 1.407 -2.647 0.566
C 0.463 -2.480 1.583
H -1.169 0.127 -3.300
H -0.317 -0.816 -2.047
H 1.286 0.153 -0.654
H 2.797 2.005 -0.116
H 2.431 4.235 -1.115
H 1.137 5.710 -2.533
H -0.794 6.112 -4.011
H -2.371 4.280 -4.501
H -2.035 2.065 -3.553
H -2.721 -0.295 0.489
H -2.069 -0.399 2.469
H -2.503 -2.115 2.412
H -1.712 -1.512 4.666
H -0.207 -0.871 3.996
H 0.128 -3.186 4.867
H -1.135 -3.771 3.783
H 1.903 -4.482 3.900
H 3.557 -4.746 2.098
H 3.232 -3.566 -0.051
H 1.248 -2.137 -0.370
*
```

SMILES string: O=C(Cc1cccc2ccccc12)N/N=C1\CCCc2ccccc21
Maximum force in eV/A: 1.30
Relative energy (zero: lowest compared OMol25 entry of this formula, charge and spin) in eV: 0.076
E in eV: -28166.9251

=====

What molar mass values result from the calculations? In sequence: 634.65 140.55 467.22 328.41 g/mol.
What E_LUMO values result from the calculations? In sequence: 1.6 -1.7 1.9 0.4 eV.
What highest occupied orbital energy values result from the calculations? In sequence: -5.3547 -10.9397 -2.3755 -7.9732 eV.